No. 1
Computed, not measured: a molecular structure, C36H69N8OPRhS6SbSi3 in a non-equilibrium geometry, with wB97M-V/def2-TZVPD.

Each line ends with the Mulliken charge.
Cartesian coordinates (Å):
Rh1 0.1253 0.1376 -0.3859  3.28
S1 -4.3750 -5.4636 -0.9995  -0.21
C1 -3.1092 -4.4243 -1.0546  0.16
S2 -1.9413 -4.2368 0.2173  -0.15
C2 -1.0788 -2.8655 -0.4664  -1.02
C3 -1.4628 -2.4779 -1.7004  0.37
S3 -0.7028 -1.2159 -2.5966  -0.39
S4 -2.8048 -3.3686 -2.3994  -0.15
S5 0.1607 -2.0917 0.4543  -0.16
C4 4.2730 -1.4136 -4.5726  -1.16
N1 3.6360 -0.6877 -3.4980  0.21
C5 4.0464 0.6259 -3.0578  -0.72
C6 3.2583 0.7630 -1.7482  -0.97
O1 3.3874 1.6882 -0.9759  -0.47
N2 2.4586 -0.3403 -1.6011  1.88
C7 2.7735 -1.1824 -2.5894  -0.84
N3 2.3334 -2.4369 -2.6146  -0.13
H1 4.7562 -0.6965 -5.2316  0.40
H2 3.5389 -1.9688 -5.1582  0.36
H3 5.0291 -2.1108 -4.2007  0.32
H4 3.7559 1.4058 -3.7667  0.34
H5 5.1203 0.6930 -2.8717  0.41
H6 1.5071 -2.5847 -2.0387  -0.08
H7 2.3695 -2.9585 -3.4740  0.26
C8 1.7279 0.5972 5.3628  -1.26
Si1 0.7723 0.1559 3.7802  0.48
C9 -0.7851 1.2189 3.6682  0.30
C10 0.2855 -1.6660 3.9236  -0.86
Sb1 1.9455 0.6596 1.4707  -1.24
Si2 3.9095 -1.0600 1.4759  0.80
C11 4.5445 -1.0939 3.2630  -1.09
C12 3.4369 -2.8232 0.9963  -0.92
C13 5.3597 -0.5431 0.3562  -1.00
Si3 3.2151 2.8936 1.9691  0.79
C14 3.4111 3.1293 3.8394  -1.13
C15 4.9916 2.9148 1.3204  -0.91
C16 2.1732 4.3136 1.2917  -0.93
H8 1.3082 0.0466 6.2071  0.43
H9 1.6568 1.6600 5.5942  0.36
H10 2.7869 0.3425 5.2940  0.30
H11 -1.4704 1.0581 4.5038  0.60
H12 -1.3100 0.9672 2.7405  -1.00
H13 -0.5295 2.2811 3.6328  0.38
H14 -0.1751 -1.8698 4.8936  0.50
H15 1.1497 -2.3258 3.8156  0.24
H16 -0.4258 -1.9286 3.1420  -0.04
H17 3.7559 -1.4045 3.9514  0.17
H18 4.9042 -0.1119 3.5795  0.29
H19 5.3698 -1.8028 3.3568  0.46
H20 2.6673 -3.2209 1.6578  0.26
H21 4.3086 -3.4811 1.0454  0.46
H22 3.0374 -2.8562 -0.0165  0.06
H23 5.3225 0.5170 0.1112  0.07
H24 5.3433 -1.1073 -0.5797  0.36
H25 6.3135 -0.7405 0.8494  0.52
H26 3.9045 2.2723 4.3013  0.28
H27 2.4528 3.2794 4.3372  0.24
H28 4.0295 4.0103 4.0264  0.45
H29 5.5746 2.1095 1.7714  0.27
H30 5.4691 3.8598 1.5898  0.48
H31 5.0276 2.8097 0.2377  0.12
H32 1.2573 4.4267 1.8756  0.23
H33 1.8846 4.1085 0.2601  0.10
H34 2.7121 5.2630 1.3165  0.46
S6 0.3582 2.3621 -1.1945  -0.64
C17 -0.6054 2.4831 -2.5895  0.18
N4 -0.4207 1.5926 -3.6045  0.36
C18 -1.1617 1.6108 -4.7372  -0.15
C19 -2.0440 2.6147 -4.9686  -0.78
C20 -2.2410 3.5917 -3.9718  -0.46
C21 -1.5516 3.4984 -2.7906  -0.48
H35 0.1264 0.7695 -3.3762  -0.42
H36 -0.9939 0.7966 -5.4271  0.48
H37 -2.6130 2.6388 -5.8855  0.45
H38 -2.9470 4.3937 -4.1389  0.46
H39 -1.7138 4.1942 -1.9802  0.35
N5 -1.7336 0.5542 0.1945  0.45
P1 -3.1790 0.9017 0.5404  -3.40
N6 -3.3566 2.3958 1.2878  1.13
C22 -2.2154 3.2941 1.4080  1.93
C23 -2.6938 4.7549 1.4474  -1.00
C24 -4.0027 4.8921 0.6739  -0.45
C25 -5.1064 4.1228 1.4106  -1.11
C26 -4.5213 2.8367 2.0297  -0.61
N7 -3.9422 -0.1177 1.6535  0.87
C27 -4.0662 -1.5032 1.2014  0.86
C28 -4.7786 -2.3516 2.2657  -0.98
C29 -5.6824 -1.4531 3.1057  -0.78
C30 -4.8153 -0.4536 3.8895  -1.27
C31 -3.5767 -0.0725 3.0595  0.33
N8 -4.2839 0.9223 -0.7269  1.05
C32 -3.8915 0.4946 -2.0624  1.91
C33 -4.8906 1.0117 -3.0903  -0.97
C34 -6.2578 0.3375 -2.8864  -0.87
C35 -6.4577 -0.0210 -1.4064  -0.76
C36 -5.7306 0.9782 -0.5110  -0.21
H40 -1.5597 3.1162 0.5572  -1.05
H41 -1.6340 3.0797 2.3148  -1.10
H42 -1.9199 5.4091 1.0397  0.59
H43 -2.8669 5.0654 2.4822  0.40
H44 -3.8747 4.4674 -0.3264  -0.05
H45 -4.2773 5.9430 0.5613  0.53
H46 -5.9164 3.8799 0.7195  0.35
H47 -5.5252 4.7407 2.2096  0.42
H48 -5.2605 2.0381 2.0434  0.14
H49 -4.2330 3.0348 3.0730  0.66
H50 -3.0735 -1.9151 0.9983  -1.15
H51 -4.6280 -1.5092 0.2642  -0.21
H52 -4.0424 -2.8263 2.9206  0.41
H53 -5.3365 -3.1530 1.7801  0.58
H54 -6.2997 -2.0427 3.7858  0.54
H55 -6.3553 -0.9083 2.4389  0.19
H56 -4.4942 -0.8870 4.8407  0.43
H57 -5.4005 0.4408 4.1175  0.35
H58 -2.7581 -0.7793 3.2573  -0.10
H59 -3.2176 0.9231 3.3194  0.11
H60 -3.8606 -0.5964 -2.1427  -0.49
H61 -2.8873 0.8612 -2.2552  -1.02
H62 -4.5060 0.8071 -4.0917  0.38
H63 -4.9826 2.0977 -2.9901  0.24
H64 -6.3194 -0.5723 -3.4874  0.41
H65 -7.0557 1.0012 -3.2286  0.30
H66 -6.0656 -1.0223 -1.2140  0.08
H67 -7.5191 -0.0380 -1.1519  0.57
H68 -5.9471 0.7702 0.5373  0.31
H69 -6.1040 1.9886 -0.7369  0.14

For the molar mass, the calculation gives 1162.30 u. For the HOMO-LUMO gap, the calculation gives 5.7 eV. The HOMO energy comes out at -6.4 eV. The lowest unoccupied orbital energy comes out at -0.0249 Ha.

---

No. 2
Computed, not measured: 3 unconnected molecules or ions with the total composition C36H70BrClF7IN3O12P2S2 in a non-equilibrium geometry, with wB97M-V/def2-TZVPD.

Each line ends with the Mulliken charge.
Cartesian coordinates (Å):
C1 -5.1615 0.8478 -1.6339  -0.68
C2 -5.2404 1.8553 -0.3706  -0.13
O1 -4.4928 3.0780 -0.5589  -0.42
C3 -3.0925 2.8825 -0.2450  -1.52
C4 -2.6565 3.6892 1.0551  0.33
Cl1 -3.6405 2.9802 2.4136  -0.14
C5 -1.0591 3.7811 1.3186  -0.27
C6 -0.8587 5.2878 1.8893  -1.29
C7 -1.7510 5.6984 3.1196  -0.19
C8 -0.7998 6.5331 4.1469  -0.99
Br1 -3.2278 6.9987 2.6695  -0.10
S1 -0.4620 2.4897 2.5592  1.32
O2 -0.9019 2.7431 3.9660  -0.62
O3 -1.0331 1.1433 2.1490  -0.58
C9 1.3756 2.2752 2.6563  0.40
F1 2.1276 2.4825 1.4975  -0.18
F2 1.5896 0.9207 3.0222  0.05
C10 2.1023 3.1223 3.8335  0.56
F3 1.8818 2.3710 5.0130  -0.27
F4 1.5313 4.3762 4.0514  -0.12
C11 3.6833 3.2216 3.6667  0.48
F5 4.2666 1.9570 3.5239  -0.17
F6 4.1776 3.7173 4.8949  -0.25
F7 4.1084 4.1246 2.6986  -0.20
N1 -0.2598 3.4918 0.1012  1.92
C12 0.6792 4.5222 -0.3646  -0.75
C13 1.6167 4.1753 -1.6130  0.02
C14 1.5950 5.3342 -2.7574  -0.69
I1 3.7544 4.0406 -1.0402  0.11
C15 -0.8993 2.6653 -0.8847  -2.28
N2 -0.4168 1.4926 -1.3069  0.76
S2 -1.3507 0.5835 -2.4998  -0.05
C16 0.8632 0.9396 -0.7756  0.64
C17 1.2976 -0.4599 -1.4240  -0.67
C18 1.9317 -0.3242 -2.8827  -0.85
O4 1.7305 0.9637 -3.5000  0.00
C19 2.5340 1.0313 -4.7057  -0.82
N3 -2.2047 3.0574 -1.4331  0.81
C20 -2.2308 4.4373 -1.9779  -0.03
C21 -1.5710 4.5570 -3.4558  -0.38
C22 -2.6551 4.5929 -4.6270  0.31
C23 -3.1816 6.1186 -4.7381  -1.21
C24 -1.8402 4.2602 -5.9925  -1.05
H1 -5.0013 -0.2275 -1.2620  0.21
H2 -6.1902 0.8225 -2.1431  0.31
H3 -4.3653 1.1559 -2.3837  0.08
H4 -5.0167 1.3206 0.6162  0.21
H5 -6.3466 2.1532 -0.2962  0.48
H6 -3.0157 1.7651 0.0284  0.61
H7 -3.0414 4.7627 0.9084  0.28
H8 -1.0983 6.0327 1.0460  0.64
H9 0.2365 5.5018 2.1549  0.43
H10 -2.2247 4.8912 3.7412  0.48
H11 -0.3800 5.8716 4.9665  0.18
H12 -0.0206 7.1203 3.5681  0.30
H13 -1.4872 7.2857 4.6650  0.48
H14 0.2151 5.5444 -0.6170  0.31
H15 1.4170 4.7404 0.4904  0.46
H16 1.4090 3.2086 -2.1566  -0.40
H17 1.1366 4.9499 -3.7362  0.10
H18 1.1007 6.2922 -2.4069  0.27
H19 2.6688 5.6225 -3.0402  0.42
H20 -0.8943 1.1006 -3.7196  0.12
H21 1.7460 1.6476 -0.7987  -0.36
H22 0.6746 0.7097 0.3368  -0.07
H23 2.1355 -0.8550 -0.7427  0.33
H24 0.4770 -1.2578 -1.3522  0.17
H25 3.0365 -0.6380 -2.8240  0.48
H26 1.4375 -1.1377 -3.5311  0.30
H27 3.3294 0.2213 -4.7789  0.31
H28 3.0784 2.0302 -4.7266  0.22
H29 1.8975 0.9314 -5.6566  0.28
H30 -3.3362 4.7101 -2.1391  0.62
H31 -1.8380 5.2440 -1.2614  -0.17
H32 -0.7999 3.7260 -3.5364  -0.27
H33 -1.0654 5.5882 -3.4556  0.25
H34 -3.4872 3.8515 -4.4191  0.32
H35 -3.8343 6.4251 -3.8579  0.31
H36 -3.7270 6.2424 -5.7356  0.38
H37 -2.3018 6.8576 -4.7818  0.29
H38 -1.6657 3.1353 -5.9787  0.22
H39 -2.3661 4.6381 -6.9197  0.39
H40 -0.8049 4.7348 -5.8356  0.22
O5 1.7545 -3.9986 2.4882  -0.62
P1 3.2683 -4.0718 2.2561  1.33
O6 3.5583 -5.3430 3.2770  -0.36
C25 3.1806 -6.6458 2.8467  -0.15
C26 4.1629 -7.1944 1.8286  -1.02
O7 3.6148 -2.8112 3.2793  -0.44
C27 2.7239 -1.7066 3.3955  -0.03
C28 1.9546 -1.8107 4.6984  -1.32
O8 4.9165 -4.0906 1.8063  -0.47
C29 5.9872 -3.5660 2.5903  -0.20
C30 6.2239 -4.2858 3.9029  -0.91
H41 2.1651 -6.6304 2.4380  0.08
H42 3.1716 -7.2876 3.7306  0.33
H43 4.1316 -6.6107 0.9038  0.28
H44 3.9290 -8.2342 1.5866  0.43
H45 5.1854 -7.1408 2.2080  0.21
H46 2.0528 -1.6413 2.5356  0.18
H47 3.3274 -0.7938 3.4010  0.23
H48 1.4394 -2.7701 4.7850  0.35
H49 1.2168 -1.0094 4.7837  0.35
H50 2.6381 -1.7481 5.5493  0.33
H51 5.8665 -2.4908 2.7368  0.22
H52 6.8850 -3.6822 1.9756  0.38
H53 5.4157 -4.1045 4.6132  0.23
H54 7.1522 -3.9371 4.3620  0.41
H55 6.2933 -5.3651 3.7507  0.19
O9 -3.5950 -4.6654 -0.0119  -0.70
P2 -2.7832 -5.3565 -1.1133  1.11
O10 -3.1442 -6.9106 -0.6682  -0.29
C31 -4.4429 -7.4079 -0.9690  -0.36
C32 -4.5682 -7.7633 -2.4390  -0.95
O11 -1.3270 -5.1694 -0.3379  -0.37
C33 -1.0594 -4.0089 0.4448  -0.18
C34 -1.1545 -4.3538 1.9173  -1.06
O12 -1.9256 -5.9711 -2.4583  -0.41
C35 -0.6206 -6.5434 -2.4064  -0.07
C36 -0.5245 -7.8333 -1.6163  -0.93
H56 -5.2047 -6.6775 -0.6793  0.29
H57 -4.5946 -8.3028 -0.3612  0.30
H58 -4.4966 -6.8679 -3.0633  0.28
H59 -5.5279 -8.2461 -2.6398  0.40
H60 -3.7634 -8.4343 -2.7460  0.19
H61 -1.7275 -3.1856 0.1800  0.39
H62 -0.0398 -3.6823 0.2139  0.16
H63 -2.1192 -4.8043 2.1642  0.42
H64 -1.0155 -3.4654 2.5373  0.31
H65 -0.3926 -5.0880 2.1848  0.11
H66 0.1097 -5.8068 -2.0649  0.17
H67 -0.3555 -6.7640 -3.4450  0.37
H68 -0.6550 -7.6610 -0.5467  0.23
H69 0.4573 -8.2915 -1.7603  0.41
H70 -1.2914 -8.5439 -1.9320  0.19

As for the total charge: +1. For the molar mass, the calculation gives 1238.29 u. For the HOMO-LUMO gap, the calculation gives 7.0 eV. The HOMO energy comes out at -11.3 eV. The lowest unoccupied orbital energy comes out at -0.1604 Ha.

---

No. 3
Computed, not measured: a molecular structure, C36H71ClNO5P2SbSi3Ta in a non-equilibrium geometry, with wB97M-V/def2-TZVPD.

Each line ends with the Mulliken charge.
Cartesian coordinates (Å):
Ta1 -0.2821 0.0480 0.8270  1.05
C1 -0.1374 3.2704 3.8652  -1.30
C2 0.4242 3.8277 2.5536  0.59
C3 1.6706 4.6700 2.8422  -1.62
P1 0.6718 2.5361 1.2094  1.15
C4 2.4266 2.6166 0.5735  0.46
C5 2.5546 1.8713 -0.7565  -1.26
C6 3.5154 2.1545 1.5463  -1.49
C7 -0.1614 3.1978 -0.2382  -0.99
C8 0.1410 4.4503 -0.7734  -0.26
C9 -0.3977 4.8598 -1.9837  0.27
C10 -0.1542 6.2367 -2.5336  -1.65
C11 -1.1789 3.9308 -2.6889  -1.24
C12 -1.5138 2.7063 -2.1507  -0.93
C13 -1.0580 2.3503 -0.8802  0.80
N1 -1.5900 1.2095 -0.1629  0.79
C14 -3.0330 1.1600 -0.1057  0.32
C15 -3.8697 2.1718 -0.5642  -0.47
C16 -5.2482 2.0172 -0.5460  -1.36
C17 -5.8623 0.8709 -0.0470  0.24
C18 -7.3545 0.6793 -0.0943  -1.57
C19 -5.0269 -0.0774 0.5291  -0.41
C20 -3.6429 0.0642 0.5031  -0.29
P2 -2.5571 -1.0420 1.3947  -0.47
C21 -2.8354 -2.7539 0.7829  2.57
C22 -4.0385 -3.4597 1.4086  -1.46
C23 -2.9607 -2.6625 -0.7443  -1.34
C24 -3.0603 -0.7758 3.1400  0.66
C25 -2.4337 -1.7343 4.1574  -1.56
C26 -2.6788 0.6702 3.4721  -1.72
H1 -0.1555 4.0727 4.6043  0.54
H2 -1.1607 2.9169 3.7476  0.19
H3 0.4789 2.4726 4.2687  0.18
H4 -0.3417 4.4545 2.0939  0.63
H5 2.3702 4.1399 3.4861  0.38
H6 2.1967 5.0115 1.9525  0.32
H7 1.3455 5.5602 3.3824  0.49
H8 2.5574 3.6795 0.3721  0.81
H9 2.3254 0.8060 -0.6514  -0.30
H10 1.9052 2.2866 -1.5274  0.23
H11 3.5838 1.9574 -1.1099  0.65
H12 4.4686 2.5861 1.2384  0.55
H13 3.6393 1.0679 1.5287  0.20
H14 3.3367 2.4562 2.5740  0.10
H15 0.7970 5.1251 -0.2311  0.33
H16 0.3686 6.8681 -1.8178  0.40
H17 0.4415 6.1881 -3.4476  0.35
H18 -1.0987 6.7166 -2.7921  0.40
H19 -1.5608 4.1977 -3.6684  0.49
H20 -2.1704 2.0412 -2.6952  1.10
H21 -3.4677 3.1016 -0.9414  0.47
H22 -5.8625 2.8239 -0.9288  0.44
H23 -7.8228 1.4061 -0.7542  0.42
H24 -7.6062 -0.3198 -0.4495  0.39
H25 -7.7943 0.7965 0.8980  0.33
H26 -5.4716 -0.9373 1.0179  0.52
H27 -1.9206 -3.3004 1.0281  -1.32
H28 -4.9745 -2.9973 1.0961  0.31
H29 -4.0653 -4.4963 1.0662  0.46
H30 -4.0101 -3.4721 2.4966  0.38
H31 -3.8810 -2.1474 -1.0209  0.33
H32 -2.1250 -2.1143 -1.1938  -0.01
H33 -3.0043 -3.6638 -1.1721  0.66
H34 -4.1475 -0.8828 3.1470  0.89
H35 -1.3466 -1.7406 4.0862  0.16
H36 -2.6936 -1.3989 5.1628  0.54
H37 -2.8034 -2.7538 4.0563  0.32
H38 -1.5890 0.7538 3.5739  0.22
H39 -3.0357 1.3838 2.7268  0.31
H40 -3.1087 0.9577 4.4323  0.79
O1 2.6378 -1.1862 2.2347  -0.42
Cl1 1.5371 -0.2769 2.2441  0.31
O2 1.5541 0.6404 3.3524  -0.57
O3 0.2212 -1.1261 2.4151  -0.52
O4 0.8328 -0.9708 -0.1654  0.31
C27 4.5312 -4.3910 -0.7232  -1.16
Si1 3.6691 -2.7762 -0.9689  0.43
C28 4.6356 -1.4211 -0.1819  -0.86
C29 3.2167 -2.3789 -2.7192  -0.87
Sb1 1.2143 -3.0690 0.0631  -0.27
Si2 1.3004 -4.4367 2.4318  0.46
C30 2.3024 -3.6580 3.7560  -1.07
C31 2.1368 -5.8979 1.6630  -0.94
C32 -0.4446 -4.8180 2.8799  -0.40
Si3 0.0201 -4.6891 -1.7428  0.82
C33 1.4929 -5.7427 -2.1693  -1.18
C34 -1.1296 -5.7801 -0.7828  -0.65
C35 -0.6017 -3.8173 -3.2371  -1.07
H41 5.3522 -4.4532 -1.4464  0.44
H42 3.9068 -5.2701 -0.8681  0.38
H43 4.9744 -4.4399 0.2747  0.36
H44 5.6703 -1.5000 -0.5291  0.59
H45 4.6383 -1.5058 0.9042  0.22
H46 4.2614 -0.4324 -0.4536  0.03
H47 4.1107 -2.3762 -3.3499  0.54
H48 2.7675 -1.3830 -2.7799  0.16
H49 2.5156 -3.0995 -3.1402  0.15
H50 3.2600 -3.3017 3.3788  0.31
H51 2.4954 -4.4222 4.5166  0.54
H52 1.7925 -2.8225 4.2366  0.22
H53 3.2038 -5.7301 1.5010  0.24
H54 1.6876 -6.2076 0.7181  0.11
H55 2.0346 -6.7382 2.3608  0.52
H56 -1.0639 -3.9233 2.9486  -0.28
H57 -0.4459 -5.2950 3.8665  0.53
H58 -0.8963 -5.5173 2.1740  0.31
H59 2.0069 -6.1200 -1.2857  0.35
H60 2.2308 -5.2474 -2.8017  0.32
H61 1.1215 -6.6175 -2.7165  0.50
H62 -0.5450 -6.4281 -0.1247  0.37
H63 -1.6484 -6.4349 -1.4924  0.52
H64 -1.8860 -5.2745 -0.1852  -0.15
H65 0.1162 -3.0636 -3.5644  0.25
H66 -1.5684 -3.3389 -3.0930  0.36
H67 -0.7006 -4.5569 -4.0388  0.60
C36 -1.3216 -0.3827 -3.5442  -1.14
O5 -0.5785 -0.6020 -2.3340  0.08
H68 -1.2532 -1.2394 -4.2135  0.43
H69 -0.9678 0.5054 -4.0682  0.39
H70 -2.3619 -0.2429 -3.2556  0.29
H71 0.3561 -0.6447 -2.5640  -0.09

As for the total charge: +3. For the molar mass, the calculation gives 1082.33 u. For the HOMO-LUMO gap, the calculation gives 6.1 eV. The HOMO energy comes out at -15.2 eV. The lowest unoccupied orbital energy comes out at -0.3346 Ha.